Version a
ORCA calculation (wB97M-V/def2-TZVPD) on the molecule C2H4N6.

Values from the calculation:
HOMO = -9.86 eV
structure (SMILES) = [H]/N=C(/N)c1nnn[nH]1
HOMO-LUMO gap = 10.3267 eV
net charge = 0

Last column: natural (NBO) charge in e.
Element x y z (Å)
H -1.0027 1.8768 0.5572  0.32
N -1.6920 1.1645 0.3042  -0.69
C -1.0307 0.0485 0.0078  0.40
N -1.6079 -1.1241 -0.2130  -0.77
C 0.4592 -0.1068 -0.0369  0.26
N 1.1857 -1.1620 0.2178  -0.31
N 2.4760 -0.7213 0.2485  -0.04
N 2.5738 0.4988 -0.0856  -0.04
N 1.2710 0.9165 -0.2814  -0.37
H -1.1181 -2.0000 -0.1733  0.41
H -2.5781 -1.2733 -0.1691  0.40
H 1.0637 1.8823 -0.3762  0.42

***

Version b
ORCA calculation (wB97M-V/def2-TZVPD) on the molecule C2H4N6.

Values from the calculation:
HOMO = -9.56 eV
structure (SMILES) = N/N=C/n1ncnn1
HOMO-LUMO gap = 10.1843 eV
net charge = 0

Last column: natural (NBO) charge in e.
Element x y z (Å)
N 2.9585 -0.3645 0.0085  -0.70
N 1.4907 -0.3592 -0.2347  -0.23
C 0.7563 0.6491 -0.2759  0.19
N -0.6837 0.0129 -0.3217  -0.06
N -1.6813 1.0379 -0.0363  -0.29
C -2.6819 0.1640 -0.0050  0.11
N -2.3603 -1.1951 -0.0278  -0.27
N -1.1320 -1.1764 -0.1745  0.01
H 3.3766 0.4652 0.5811  0.39
H 3.0424 -1.4692 0.2311  0.42
H 0.7473 1.7953 -0.0315  0.23
H -3.8326 0.4401 0.2867  0.21

***

Version c
ORCA calculation (wB97M-V/def2-TZVPD) on the molecule C2H4N6.

Values from the calculation:
HOMO = -9.78 eV
structure (SMILES) = [H]/N=C(/N)n1cnnn1
HOMO-LUMO gap = 9.7430 eV
net charge = 0

Last column: natural (NBO) charge in e.
Element x y z (Å)
H -1.8138 1.5901 -0.7669  0.38
N -1.8182 0.5671 -1.0642  -0.69
C -0.7567 -0.1326 -0.7122  0.56
N -0.8830 -1.4861 -0.5505  -0.86
N 0.4181 0.4272 -0.0439  -0.20
C 1.5824 -0.2139 0.5694  0.10
N 2.0552 0.9295 1.1539  -0.27
N 1.2755 2.0047 0.9152  -0.06
N 0.3733 1.6450 0.1520  -0.02
H -1.8333 -2.0256 -0.5120  0.43
H -0.4524 -2.1198 0.2440  0.40
H 1.8529 -1.1857 0.6152  0.23

***

Energies relative to the minimum, eV: version a 0.000; version b 3.954; version c 2.399

***

Version a
ORCA calculation (wB97M-V/def2-TZVPD) on an isolated ion of composition C6H11N and charge +1.

Values from the calculation:
HOMO (alpha / beta) = -14.12 / -14.41 eV
HOMO-LUMO gap (alpha / beta) = 9.7156 / 7.1688 eV
net charge = +1
⟨S²⟩ = 0.761
multiplicity = 2

Last column: natural (NBO) charge in e.
Element x y z (Å)
C -0.1010 -2.4778 0.7529  -0.58
C 0.7486 -1.5373 -0.1450  -0.49
N -1.5134 0.3504 -1.0305  -0.64
C -0.3612 0.8042 -0.4598  0.24
C 0.6342 -0.0560 -0.0170  0.07
C 0.8216 2.8654 0.1203  -0.23
C -0.3499 2.2156 -0.0611  -0.29
H 0.4462 -2.6367 1.7066  0.24
H -1.0854 -2.0406 0.9235  0.21
H -0.1668 -3.3788 0.1707  0.24
H 0.2635 -1.7675 -1.1173  0.22
H 1.7825 -1.8278 -0.3581  0.26
H -1.6368 -0.6289 -1.2695  0.41
H -2.3362 0.7262 -0.5702  0.42
H 1.4567 0.3226 0.5982  0.23
H 0.9653 3.6743 0.8344  0.23
H 1.6464 2.8698 -0.6113  0.22
H -1.2143 2.5231 0.5332  0.24

***

Version b
ORCA calculation (wB97M-V/def2-TZVPD) on an isolated ion of composition C6H11N and charge +1.

Values from the calculation:
HOMO (alpha / beta) = -12.63 / -12.57 eV
HOMO-LUMO gap (alpha / beta) = 7.4478 / 4.8696 eV
net charge = +1
⟨S²⟩ = 0.782
multiplicity = 2

Last column: natural (NBO) charge in e.
Element x y z (Å)
C -0.3544 -1.9850 -1.2035  -0.24
C 0.0434 -0.5375 -1.2304  -0.52
C 0.3775 -0.0627 0.1391  0.15
C 0.1912 1.2454 0.6007  -0.12
C 1.0025 1.7112 1.6663  -0.21
C 0.9236 3.0089 2.0674  -0.09
N -1.7788 -2.1937 -1.3724  -0.83
H 0.1129 -2.5562 -2.0284  0.22
H 0.0494 -2.6409 -0.4212  0.19
H 0.9193 -0.3186 -1.8517  0.30
H -0.7287 0.0455 -1.7241  0.27
H 0.8437 -0.7462 0.8444  0.22
H -0.6070 1.8279 0.1535  0.25
H 1.7663 1.0237 2.0104  0.24
H 0.2147 3.6814 1.5986  0.21
H 1.4796 3.4279 2.8928  0.23
H -2.1041 -3.1323 -1.4977  0.39
H -2.3513 -1.7988 -0.6437  0.35

***

Energies relative to the minimum, eV: version a 0.000; version b 0.218

***

Version a
ORCA calculation (wB97M-V/def2-TZVPD) on a 2-piece molecular cluster, C9H14O overall.

Values from the calculation:
HOMO (alpha / beta) = -13.61 / -13.61 eV
HOMO-LUMO gap (alpha / beta) = 9.5583 / 6.0227 eV
net charge = +1
⟨S²⟩ = 0.769
multiplicity = 2

Last column: natural (NBO) charge in e.
Element x y z (Å)
C 0.1292 1.3701 3.3519  -0.62
C 1.3657 1.3744 2.5722  -0.62
H -0.7541 1.1696 2.9180  0.19
H 0.1523 0.8598 4.3137  0.22
H 0.0115 2.4408 3.6045  0.21
H 1.6445 0.2848 2.3911  0.19
H 2.3194 1.7501 3.0277  0.23
H 1.4014 2.0462 1.6442  0.21
C 1.4595 -0.9116 -3.0778  -0.69
C -1.6467 -0.4352 -0.1294  0.43
C -0.9943 -1.6790 -0.1974  -0.25
C -1.4300 0.5634 -1.1649  -0.16
C -0.0362 -1.7866 -1.1806  -0.15
C -0.4949 0.4502 -2.1894  -0.21
C 0.2270 -0.7896 -2.1660  0.19
O -2.6804 -0.1606 0.6341  -0.54
H -1.0968 -2.5042 0.5509  0.27
H -3.1335 -1.1210 0.8516  0.53
H -2.0921 1.5365 -1.1785  0.27
H 0.4918 -2.6922 -1.2516  0.24
H -0.2233 1.2263 -2.9969  0.28
H 1.8352 -1.8846 -2.9802  0.23
H 2.2690 -0.2605 -3.1120  0.28
H 1.2759 -0.8471 -4.2351  0.28

***

Version b
ORCA calculation (wB97M-V/def2-TZVPD) on a 2-piece molecular cluster, C9H14O overall.

Values from the calculation:
HOMO (alpha / beta) = -14.07 / -14.62 eV
HOMO-LUMO gap (alpha / beta) = 10.3137 / 7.0992 eV
net charge = +1
⟨S²⟩ = 0.767
multiplicity = 2

Last column: natural (NBO) charge in e.
Element x y z (Å)
C -2.0317 0.0914 -2.7504  -0.61
C -2.4986 1.1488 -1.7433  -0.61
H -1.0547 0.3250 -3.1727  0.20
H -2.0580 -0.8706 -2.2409  0.18
H -2.7389 0.0873 -3.5757  0.23
H -3.5875 1.0802 -1.6348  0.22
H -2.3241 2.1715 -2.0692  0.22
H -2.1499 0.9442 -0.7284  0.19
C 2.2808 1.7916 1.6843  -0.68
C 0.4620 -0.9049 -0.2525  -0.24
C 1.1289 0.2509 0.0659  -0.16
C 0.3103 -1.8907 0.7421  0.45
C 1.6701 0.4687 1.3609  0.20
C 0.8823 -1.6575 2.0338  -0.18
C 1.5586 -0.5420 2.3604  -0.19
O -0.3226 -3.0284 0.5615  -0.53
H 0.1601 -1.1667 -1.2609  0.25
H 1.2455 1.0363 -0.6672  0.25
H -0.8552 -2.9515 -0.2611  0.52
H 0.7367 -2.4317 2.7825  0.26
H 1.5494 2.4169 2.2099  0.28
H 2.6008 2.3126 0.7881  0.25
H 1.9626 -0.3532 3.3429  0.26
H 3.0731 1.6719 2.4249  0.26

***

Version c
ORCA calculation (wB97M-V/def2-TZVPD) on a 2-piece molecular cluster, C9H14O overall.

Values from the calculation:
HOMO (alpha / beta) = -13.08 / -13.08 eV
HOMO-LUMO gap (alpha / beta) = 8.5728 / 4.8476 eV
net charge = +1
⟨S²⟩ = 0.768
multiplicity = 2

Last column: natural (NBO) charge in e.
Element x y z (Å)
C -0.9602 0.3401 -2.3875  -0.70
C -1.6881 1.9107 -0.5422  -0.17
C -0.6852 1.1122 -1.1756  0.26
C -1.2843 2.7741 0.4372  -0.17
C 0.0081 2.7036 0.9980  0.04
C 0.5787 0.9116 -0.5115  -0.17
C 0.9009 1.6946 0.5468  -0.18
H -2.6420 2.0895 -1.0095  0.25
H -1.9847 3.5120 0.7940  0.25
H -1.6764 -0.4748 -2.2420  0.30
H -0.0550 -0.0423 -2.8554  0.25
H 0.3221 3.4166 1.7272  0.24
H 1.2749 0.2083 -0.9199  0.25
H 1.8128 1.5022 1.0802  0.25
H -1.4939 0.9314 -3.1476  0.28
C 0.1577 -2.4525 1.1511  -0.05
C 1.6096 -1.9978 0.9913  -0.64
O -0.0015 -3.7575 0.5851  -0.72
H -0.2522 -2.4045 2.1487  0.18
H -0.4239 -1.8559 0.4434  0.15
H 2.2237 -2.6350 1.6121  0.22
H 0.6658 -4.3693 0.9372  0.47
H 1.6975 -0.9833 1.3845  0.19
H 1.8956 -2.1339 -0.0459  0.21

***

Energies relative to the minimum, eV: version a 2.028; version b 0.000; version c 1.070

***

Version a
ORCA calculation (wB97M-V/def2-TZVPD) on a 6-piece molecular cluster, C4H20O6 overall.

Values from the calculation:
HOMO = -9.19 eV
HOMO-LUMO gap = 8.5997 eV
net charge = 0

Last column: natural (NBO) charge in e.
Element x y z (Å)
O -1.1305 -3.0911 -0.8183  -0.78
H -1.6295 -3.4251 -0.1633  0.54
H -1.3445 -2.9051 -1.6413  0.53
H -0.5985 -2.2291 -0.4453  0.58
O -0.1435 -0.7331 -0.5743  -1.23
H -0.2385 -0.1611 -1.3453  0.46
C 3.2615 -0.3521 -1.3043  -0.21
O 2.5125 -1.5741 -1.1843  -0.75
H 3.3575 -0.1291 -0.1703  0.16
H 2.8105 0.3489 -1.6323  0.15
H 4.1685 -0.3991 -1.6543  0.16
H 1.6005 -1.3841 -1.1963  0.48
C -0.0785 2.9329 -0.0323  -0.28
O 1.0055 2.0029 -0.2253  -0.72
H -0.0225 3.5009 0.8167  0.17
H -1.0305 2.5609 0.2037  0.19
H 0.0715 3.5929 -0.7723  0.17
H 0.4435 1.2459 -0.2763  0.47
C 0.9055 -0.0321 2.9517  -0.28
O 1.2525 -0.8961 1.8827  -0.76
H 1.1305 1.0209 2.5777  0.18
H 1.1335 -0.2601 4.0077  0.19
H -0.0705 -0.0461 3.3397  0.16
H 1.0055 -0.6001 1.0057  0.50
C -3.4905 0.2539 -0.6893  -0.22
O -2.4885 0.0809 0.2017  -0.82
H -4.3055 -0.2641 -0.2733  0.17
H -2.8945 -0.1941 -1.5283  0.13
H -3.6945 1.2579 -0.9523  0.15
H -1.4995 -0.1231 -0.1093  0.51

***

Version b
ORCA calculation (wB97M-V/def2-TZVPD) on C4H20O6 as an isolated structure.

Values from the calculation:
HOMO = -9.32 eV
HOMO-LUMO gap = 8.7585 eV
net charge = 0

Last column: natural (NBO) charge in e.
Element x y z (Å)
O -2.9593 -0.0516 0.7346  -1.03
H -2.9237 0.7746 1.2167  0.42
H -2.0590 -0.1996 0.4451  0.41
O 0.2994 -2.2302 3.6994  -0.91
H 0.8967 -2.6427 3.0754  0.45
H -0.2659 -1.6769 3.1605  0.44
O 0.3539 -2.3032 -1.4998  -0.91
H -0.0661 -2.6983 -0.7358  0.48
H 1.2872 -2.3025 -1.2870  0.49
O -0.7017 -1.0680 -2.8707  -0.94
H -1.4268 -1.6919 -2.8369  0.46
H -0.2975 -1.1225 -2.0048  0.44
C 0.5367 2.6741 -0.8400  -0.64
C 1.2864 1.5176 -1.5210  -0.09
O 2.4768 1.9959 -2.2005  -0.72
H -0.3894 2.3838 -0.3439  0.21
H 0.3323 3.5112 -1.5075  0.24
H 1.1344 2.9833 0.0175  0.20
H 0.8136 0.8564 -2.2471  0.20
H 1.5004 0.7259 -0.8029  0.14
H 3.2475 1.8181 -1.6564  0.46
C -0.3514 -0.2698 2.1108  -0.64
C -0.1343 0.2098 0.6382  -0.08
O -1.2658 -0.1554 -0.0844  -0.59
H -0.2186 -1.3496 2.1776  0.16
H -1.3369 0.1132 2.3758  0.25
H 0.4914 0.0489 2.7242  0.23
H 0.7691 -0.2022 0.1887  0.16
H 0.0271 1.2777 0.4909  0.21
H -1.0563 -0.9263 -0.6167  0.49

***

Energies relative to the minimum, eV: version a 0.000; version b 0.380

***

Version a
ORCA calculation (wB97M-V/def2-TZVPD) on C7H8N2O2S as an isolated structure.

Values from the calculation:
HOMO = -9.53 eV
HOMO-LUMO gap = 9.7665 eV
net charge = 0

Last column: natural (NBO) charge in e.
Element x y z (Å)
C -1.6033 1.3123 1.9147  -0.18
C -1.9702 1.0520 0.6212  -0.21
C -0.3065 1.0156 2.4821  -0.20
C -0.9941 0.4749 -0.2339  -0.14
C 0.5752 0.3268 1.6592  -0.18
C 0.1963 0.0412 0.3767  -0.15
C 1.1928 -0.6809 -0.4235  0.49
N 0.8521 -1.2783 -1.5231  -0.76
N 2.5187 -0.5047 -0.1210  -0.79
O -1.7264 -0.3481 -2.8774  -0.92
O -0.2200 -1.7589 -4.2086  -0.90
S -0.9459 -1.5839 -2.9761  1.70
H -2.4558 1.5602 2.5837  0.21
H -2.8810 1.5538 0.2696  0.23
H 0.0711 1.3223 3.3958  0.21
H -1.2803 0.2220 -1.1928  0.26
H 1.4978 0.0332 2.1412  0.19
H 1.6789 -1.4676 -2.1071  0.35
H 2.7165 -0.2485 0.8872  0.40
H 3.0844 -1.0435 -0.6679  0.39

***

Version b
ORCA calculation (wB97M-V/def2-TZVPD) on C7H8N2O2S as an isolated structure.

Values from the calculation:
HOMO = -9.11 eV
HOMO-LUMO gap = 8.3335 eV
net charge = 0

Last column: natural (NBO) charge in e.
Element x y z (Å)
C 2.0543 1.5311 -1.1394  -0.16
C 1.6615 0.3472 -1.7469  -0.21
C 1.7223 1.7948 0.1822  -0.22
C 0.9052 -0.5728 -1.0396  -0.16
C 0.9664 0.8824 0.9005  -0.20
C 0.5807 -0.2824 0.2691  -0.22
C -2.6249 -0.1449 -0.7428  0.49
N -0.3279 -1.1631 2.6340  -1.06
N -2.4805 -0.5422 0.5017  -0.83
O -1.7707 -0.1213 -1.6024  -0.66
O -0.4717 -2.7507 0.6178  -0.86
S -0.4685 -1.4176 1.1457  2.04
H 2.6212 2.2589 -1.7007  0.22
H 1.9228 0.1545 -2.7755  0.23
H 2.0388 2.7164 0.6464  0.22
H 0.5557 -1.4891 -1.4873  0.25
H 0.6793 1.0520 1.9249  0.25
H -3.6627 0.2109 -0.9667  0.09
H -0.6487 -1.9014 3.2382  0.40
H -3.2529 -0.5627 1.1406  0.39

***

Energies relative to the minimum, eV: version a 0.000; version b 1.700

***

Version a
ORCA calculation (wB97M-V/def2-TZVPD) on the molecule C4H8ClNOS.

Values from the calculation:
HOMO = -8.57 eV
structure (SMILES) = CCO/C(CCl)=N\S
HOMO-LUMO gap = 9.1436 eV
net charge = 0

Last column: natural (NBO) charge in e.
Element x y z (Å)
C -0.2143 1.7783 0.5074  -0.71
C -0.2938 1.1609 -0.8734  -0.11
O 0.7654 -0.0615 -0.8012  -0.58
C 0.2666 -1.2591 -0.0801  0.48
C -1.0979 -1.5118 0.4258  -0.51
Cl -2.4920 -2.0098 -0.4184  0.01
N 1.1651 -2.1770 0.1075  -0.55
S 2.8246 -1.7362 -0.2286  0.13
H 0.9613 1.9742 0.6782  0.24
H -0.8877 2.7488 0.4234  0.23
H -0.4663 1.4402 1.5408  0.25
H 0.2477 1.9491 -1.6328  0.25
H -1.3008 0.4888 -1.2296  0.23
H -1.3061 -0.2925 0.7088  0.24
H -1.1030 -2.2100 1.3005  0.27
H 2.9311 -0.2825 -0.4284  0.14

***

Version b
ORCA calculation (wB97M-V/def2-TZVPD) on the molecule C4H8ClNOS.

Values from the calculation:
HOMO = -8.52 eV
structure (SMILES) = C[C@H](O)[C@@H](Cl)C(N)=S
HOMO-LUMO gap = 8.8565 eV
net charge = 0

Last column: natural (NBO) charge in e.
Element x y z (Å)
C 1.7964 -0.0129 1.1623  -0.64
C 0.6099 -0.4094 0.2877  0.08
O 1.0199 -0.7111 -1.0483  -0.73
C -0.5175 0.6403 0.3128  -0.27
Cl 0.0071 2.1133 -0.5964  -0.07
C -1.8320 0.1396 -0.2600  0.10
N -1.7397 -0.4876 -1.4371  -0.77
S -3.2486 0.3595 0.5706  -0.14
H 2.2288 0.9202 0.8228  0.22
H 1.5079 0.1004 2.1890  0.22
H 2.5616 -0.8126 1.1200  0.23
H 0.1877 -1.3367 0.6490  0.20
H 1.5052 0.0765 -1.4067  0.48
H -0.6827 0.9531 1.3275  0.25
H -2.5908 -0.8547 -1.8546  0.41
H -0.8132 -0.6779 -1.8385  0.43

***

Energies relative to the minimum, eV: version a 4.948; version b 0.000